The following is a quantum chemistry calculation of C25H36Cl2MnN6 as an isolated structure at a distorted geometry, from the Open Molecules 2025 dataset.

Summary:
* multiplicity: 6
* <S²>: 8.876

Each line ends with the Löwdin spin population.
Geometry (Å):
1 Mn 0.42227 0.14965 0.12178  3.8394
2 C 3.90761 1.05215 -0.92028  0.0006
3 C 3.71406 2.28930 -0.04562  0.0000
4 C 2.24203 2.46362 0.35024  0.0049
5 N 1.71516 1.27348 1.00581  -0.0139
6 C 2.09728 0.92980 2.22989  0.0030
7 C 2.84427 1.78429 3.06446  0.0259
8 C 3.26513 1.63520 4.37238  0.0041
9 C 3.08981 0.58209 5.25699  0.0310
10 C 2.44515 -0.61642 4.99787  0.0052
11 C 1.84346 -1.06609 3.83730  0.0282
12 C 1.67179 -0.44741 2.57962  0.0059
13 N 1.08575 -1.06801 1.57086  -0.0094
14 C 0.69942 -2.45965 1.66907  0.0035
15 C 0.37483 -3.02502 0.28937  0.0025
16 C -0.92693 -2.47518 -0.30068  0.0236
17 N -0.86925 -1.04257 -0.53852  0.0445
18 C -1.12050 -0.56859 -1.83295  0.2950
19 C -2.41087 -0.14614 -2.23463  0.0115
20 C -2.88163 0.62390 -3.26800  0.2654
21 C -2.33841 1.37910 -4.47059  0.0373
22 C 0.17105 0.87974 -4.84495  0.0278
23 C -0.15818 -0.30714 -4.03167  0.2029
24 C 0.05190 -0.30340 -2.64735  0.0305
25 N 1.16753 -0.05982 -1.93909  0.0018
26 C 2.44164 -0.08396 -2.63924  0.0079
27 C 3.28605 1.15210 -2.32372  0.0002
28 H 3.44717 0.21146 -0.39616  0.0006
29 H 4.97211 0.82620 -1.00480  0.0001
30 H 4.05615 3.19221 -0.55860  0.0002
31 H 4.31698 2.16987 0.85749  0.0002
32 H 1.65099 2.60877 -0.55812  0.0007
33 H 2.11563 3.36709 0.95835  0.0000
34 H 3.11679 2.72947 2.61578  0.0017
35 H 3.81511 2.48086 4.77142  -0.0006
36 H 3.50218 0.71142 6.24988  0.0017
37 H 2.41395 -1.31661 5.82578  -0.0005
38 H 1.42636 -2.06151 3.90680  0.0018
39 H -0.17589 -2.57842 2.32631  -0.0002
40 H 1.52110 -3.04288 2.09876  -0.0003
41 H 0.30900 -4.11358 0.35905  0.0009
42 H 1.19393 -2.76906 -0.38829  0.0005
43 H -1.75290 -2.72738 0.38307  0.0010
44 H -1.11932 -2.99788 -1.24174  0.0004
45 H -3.19407 -0.48143 -1.55555  -0.0046
46 H -3.96675 0.69707 -3.28211  0.0145
47 H -2.47704 0.74252 -5.35425  0.0130
48 H 1.14842 1.31891 -4.65183  0.0014
49 H -1.05055 -0.82211 -4.36578  0.0062
50 H 2.28298 -0.18290 -3.71377  0.0031
51 H 3.00641 -0.97351 -2.32188  -0.0004
52 H 2.63346 2.02672 -2.39810  -0.0002
53 H 4.06895 1.27465 -3.07637  -0.0001
54 N -1.41991 0.34136 2.41649  0.0170
55 C -2.19509 1.56587 2.29298  0.0005
56 C -2.38672 1.91143 0.82050  0.0021
57 N -1.09756 2.01116 0.12689  0.0252
58 H -1.92747 -0.44840 2.03412  0.0004
59 H -1.17870 0.14091 3.37906  0.0005
60 H -1.63059 2.36635 2.78022  0.0000
61 H -3.18132 1.51982 2.77069  0.0005
62 H -2.95926 2.84141 0.75311  0.0007
63 H -2.96400 1.12548 0.32959  -0.0005
64 H -0.56338 2.77724 0.52644  0.0009
65 H -1.25747 2.23326 -0.85088  0.0015
66 Cl -0.46881 2.91481 -3.16192  0.0019
67 C -0.92224 1.94297 -4.60179  0.0168
68 Cl 0.13587 0.50911 -6.61884  0.0060
69 H -0.91052 2.66473 -5.41841  0.0030
70 H -3.01595 2.22466 -4.61774  0.0033

Cartesian forces (eV/Å) of the 2 atoms listed first:
Mn -0.289 -0.766 -0.972
C -0.042 0.153 -0.080

The following is a quantum chemistry calculation of a single C25H36N2O3 molecule, from the Open Molecules 2025 dataset.

Summary:
* SMILES: COc1ccccc1CCN1CCC[C@H](CN(C)Cc2ccc(OCCO)cc2)C1
* relative energy (zero: lowest compared OMol25 entry of this formula, charge and spin): 1.113 eV
* multiplicity: 1

Each line ends with the Mulliken charge.
Geometry (Å):
1 C -0.08014 2.80178 -1.38747  -0.8855
2 O -1.28125 2.10089 -1.58412  -0.3374
3 C -1.86736 1.49697 -0.50469  1.1051
4 C -1.34520 1.52742 0.78097  -0.5198
5 C -1.99987 0.87531 1.81401  -0.6359
6 C -3.17430 0.19114 1.57450  -0.9870
7 C -3.69926 0.16892 0.29266  -0.3063
8 C -3.06969 0.81681 -0.75484  0.5361
9 C -3.63721 0.76733 -2.14130  -1.6748
10 C -2.86595 -0.22817 -3.02897  -0.5112
11 N -2.89212 -1.55513 -2.43940  0.4578
12 C -3.41950 -2.60968 -3.27792  -1.0696
13 C -2.43193 -3.09487 -4.34860  -0.5085
14 C -1.12899 -3.53361 -3.68393  -1.2283
15 C -0.57728 -2.38348 -2.84077  1.4863
16 C 0.71910 -2.77661 -2.13224  -2.2785
17 N 1.24927 -1.70262 -1.31003  1.0074
18 C 1.79060 -0.61980 -2.10420  -1.1608
19 C 2.23796 -2.18400 -0.35567  -0.9294
20 C 2.55218 -1.12841 0.66940  -0.1012
21 C 3.85721 -0.72541 0.92533  -0.6300
22 C 4.12680 0.24092 1.87228  -0.5041
23 C 3.08844 0.83251 2.59006  1.0242
24 O 3.46000 1.78063 3.50167  -0.4603
25 C 2.46414 2.38869 4.28935  -0.2721
26 C 3.16960 3.34774 5.25459  -0.6223
27 O 2.26643 4.02579 6.08738  -0.5270
28 C 1.78007 0.43764 2.33589  -0.2379
29 C 1.52267 -0.53305 1.38356  -0.4514
30 C -1.64674 -1.95935 -1.82135  -0.9335
31 H 0.20931 3.17390 -2.36967  0.2603
32 H -0.21496 3.65079 -0.70839  0.4042
33 H 0.70975 2.14893 -1.00122  0.2260
34 H -0.42414 2.04906 0.98790  0.5229
35 H -1.58391 0.90605 2.81075  0.3411
36 H -3.68112 -0.32043 2.37872  0.4104
37 H -4.61656 -0.36510 0.09610  0.3569
38 H -3.57467 1.75559 -2.60062  0.4444
39 H -4.68199 0.45921 -2.09273  0.4532
40 H -3.33383 -0.24067 -4.01776  0.5207
41 H -1.84281 0.14187 -3.14749  0.1805
42 H -4.34408 -2.25945 -3.74280  0.5093
43 H -3.67029 -3.45076 -2.62200  0.4038
44 H -2.22702 -2.28201 -5.04974  0.3290
45 H -2.87200 -3.92174 -4.90907  0.4148
46 H -0.39944 -3.83491 -4.44045  0.4160
47 H -1.32123 -4.39637 -3.04053  0.3523
48 H -0.37868 -1.54300 -3.51277  0.2165
49 H 1.45923 -3.11266 -2.88404  0.3899
50 H 0.50475 -3.62499 -1.47586  0.4128
51 H 2.55530 -0.96480 -2.81993  0.2951
52 H 2.24669 0.11211 -1.43939  0.3782
53 H 0.99110 -0.13064 -2.65610  0.1012
54 H 3.16839 -2.50928 -0.85598  0.2751
55 H 1.81063 -3.05275 0.15553  0.4160
56 H 4.67441 -1.17397 0.37851  0.3505
57 H 5.13754 0.55686 2.07665  0.4253
58 H 1.90073 1.63988 4.86228  0.3110
59 H 1.75892 2.95132 3.65634  0.2700
60 H 3.82519 2.77896 5.91639  0.3198
61 H 3.78482 4.04811 4.67380  0.3169
62 H 1.68666 4.57491 5.54725  0.3049
63 H 0.95434 0.87212 2.87625  0.2686
64 H 0.50380 -0.82724 1.18191  0.3581
65 H -1.27097 -1.14180 -1.20674  -0.0106
66 H -1.86281 -2.80492 -1.15991  0.2112

Cartesian forces (eV/Å) of the 2 atoms listed first:
C 0.260 0.148 0.033
O -0.400 -0.271 0.036

The following is a quantum chemistry calculation of C25H36NO2Pd as an isolated structure at a distorted geometry, from the Open Molecules 2025 dataset.

Summary:
* total charge: -1
* multiplicity: 3
* <S²>: 2.014

Each line ends with the Löwdin spin population.
Geometry (Å):
1 O -0.33568 -0.58413 -3.92979  0.0000
2 C -0.15865 0.63552 -4.74508  0.0000
3 C 0.01091 -0.10254 -6.05413  0.0000
4 H 0.77185 1.16648 -4.51839  0.0000
5 H -1.03380 1.29219 -4.65857  0.0000
6 C -0.08857 -1.35040 -5.14207  0.0000
7 H 0.99959 0.01713 -6.49937  0.0000
8 H -0.80460 0.01699 -6.76247  0.0000
9 C 1.25413 -2.02784 -5.05969  0.0000
10 H 2.01133 -1.28096 -4.79132  0.0000
11 H 1.49242 -2.45814 -6.04071  0.0000
12 H 1.22493 -2.82373 -4.30959  0.0000
13 C -1.21138 -2.28366 -5.55442  0.0000
14 H -2.17953 -1.77580 -5.61803  0.0000
15 H -1.27511 -3.12525 -4.86159  0.0000
16 H -0.96429 -2.67709 -6.54774  0.0000
17 Pd -0.34301 -0.52217 2.15923  1.0417
18 C -2.15587 -1.43802 3.27116  -0.0014
19 C -2.20587 -0.07582 3.69542  0.1634
20 C -2.40221 0.74776 2.54750  0.0707
21 H -2.18650 0.26698 4.72727  0.0091
22 C -2.56296 -0.10770 1.40999  0.0658
23 C -2.38330 -1.46192 1.84970  0.0651
24 H -2.43628 -2.35025 1.22595  0.0020
25 H -1.99014 -2.30110 3.90982  -0.0020
26 H -2.49870 1.83243 2.55434  0.0027
27 H -2.85843 0.20747 0.41264  0.0028
28 C 1.07440 -2.15326 3.25893  0.0901
29 C 0.26314 -2.82122 2.29868  0.0245
30 C 0.57339 -2.28789 1.00673  0.1062
31 H -0.43911 -3.62125 2.51539  -0.0002
32 C 1.62429 -1.31700 1.17483  0.0282
33 C 1.92895 -1.23934 2.56756  0.1594
34 H 2.71848 -0.63918 3.01131  0.0079
35 H 1.08823 -2.35597 4.32532  0.0039
36 H 0.14069 -2.59859 0.06159  0.0055
37 H 2.16211 -0.80540 0.38441  0.0000
38 O 1.32518 0.78534 -2.40211  -0.0003
39 C 0.37848 0.12102 -1.51477  -0.0018
40 C -0.94399 0.85551 -1.63764  -0.0007
41 H 0.72429 0.24571 -0.46821  -0.0018
42 H 0.31533 -0.94581 -1.72696  -0.0001
43 C -0.44231 2.29783 -1.67438  0.0000
44 H -1.65501 0.61035 -0.84124  -0.0006
45 H -1.39879 0.62713 -2.60058  0.0000
46 C 0.96734 2.18760 -2.28739  0.0000
47 H -0.34523 2.65511 -0.64122  0.0000
48 H -1.10197 2.99530 -2.20544  0.0000
49 H 1.71157 2.66744 -1.63295  0.0000
50 H 0.99715 2.67159 -3.27491  0.0000
51 C 0.37523 -0.21535 5.69665  -0.0001
52 C 0.65977 0.91630 4.80274  0.0081
53 C 1.24783 2.14080 5.22093  0.0037
54 C 1.40145 2.93907 4.07853  0.0022
55 C 0.89117 2.19579 2.98521  0.0046
56 C 0.84384 2.62788 1.58258  -0.0025
57 N 0.46140 0.98691 3.44802  0.1440
58 H 0.28048 0.17384 6.72093  0.0000
59 H 1.20737 -0.93236 5.70229  0.0002
60 H -0.56044 -0.73502 5.46274  -0.0002
61 H 1.49515 2.34591 6.25419  0.0011
62 H 1.82214 3.93215 3.99293  0.0008
63 H 0.88739 3.72466 1.56870  -0.0003
64 H 1.70607 2.24890 1.01704  -0.0004
65 H -0.07575 2.27907 1.09954  -0.0013

Cartesian forces (eV/Å) of the 2 atoms listed first:
O -0.074 0.435 -2.429
C 0.138 0.467 0.476

The calculation returns the following calculated total energy values, one per record and in order: -91812.8900, -35631.2720, -35568.9514 eV.